Density functional theory data (the ωB97M-V functional and the def2-TZVPD basis) for a cluster of 13 separate species, C28H82O13 in total at a distorted geometry.

Structure (XYZ):
```
123
Properties=species:S:1:pos:R:3:forces:R:3
C -3.358618 -7.375100 0.449829 0.50 -0.60 0.20
C -1.888508 -6.942300 0.773109 -1.67 -1.79 -1.05
O -1.869808 -5.576510 0.793379 0.56 2.01 0.40
H -3.755328 -6.804550 -0.389931 0.28 0.13 -0.02
H -4.050828 -7.235060 1.280089 0.15 0.19 0.24
H -3.443488 -8.427060 0.177309 0.16 -0.13 0.02
H -1.261008 -7.277770 -0.052601 0.15 0.05 0.05
H -1.498968 -7.377020 1.693639 -0.09 -0.20 0.14
H -2.396808 -5.315900 1.552289 -0.03 0.38 0.05
C 8.076882 1.117530 3.917759 0.16 -0.02 -0.33
C 8.817942 0.719140 5.166779 -0.84 -0.74 -0.17
O 10.082632 1.335730 5.236809 -0.17 0.38 0.23
H 7.190382 0.499310 3.776269 0.00 -0.11 0.13
H 8.712032 0.974820 3.043509 -0.04 0.24 -0.08
H 7.729922 2.147220 4.003999 0.21 0.08 -0.24
H 8.943812 -0.362710 5.210049 0.04 -0.26 -0.16
H 8.123472 0.951710 5.974079 0.38 0.34 0.61
H 10.389782 1.213550 6.138099 0.25 0.09 0.01
C -3.408548 3.088460 5.107299 -0.23 0.13 -0.02
C -4.919768 2.908520 5.149139 0.73 1.15 -0.29
O -5.227708 1.779720 4.375249 -0.49 -0.64 0.15
H -3.063198 3.138480 4.074659 -0.10 -0.22 -0.06
H -2.931618 2.243340 5.603699 0.13 0.10 0.00
H -3.088518 4.028340 5.557069 -0.10 -0.09 0.30
H -5.421338 3.761850 4.692689 0.11 0.41 -0.05
H -5.298588 2.880140 6.170799 0.07 -0.45 0.23
H -6.187298 1.767830 4.349919 -0.11 -0.40 -0.25
C 5.019432 -5.790630 2.197989 -0.27 0.03 -0.05
C 4.355252 -6.648090 3.264879 0.62 -0.16 0.04
O 5.311262 -7.187970 4.190959 -0.36 -0.16 -0.04
H 5.888092 -6.294860 1.774579 0.02 0.07 0.05
H 5.295022 -4.821520 2.613909 0.33 -0.04 0.13
H 4.336972 -5.539960 1.385879 -0.15 -0.22 -0.05
H 3.880332 -7.544070 2.865179 0.01 0.13 -0.23
H 3.574622 -6.066600 3.755389 -0.02 0.03 0.30
H 5.909962 -6.527880 4.547989 -0.18 0.33 -0.17
C 3.501822 4.333540 -5.474861 -0.23 0.67 0.63
C 4.637722 5.327250 -5.741151 1.08 -1.24 -1.52
O 5.897822 4.592980 -5.916861 -0.64 0.00 0.53
H 2.553112 4.866430 -5.410961 0.01 0.35 0.19
H 3.630862 3.836860 -4.513221 0.13 -0.09 -0.04
H 3.280702 3.581040 -6.231801 0.79 0.07 -0.23
H 4.821302 6.108100 -5.003141 -0.57 -0.16 0.28
H 4.519892 5.781330 -6.725031 -0.67 0.43 0.13
H 6.484082 5.182300 -6.397061 0.11 -0.05 0.03
C -2.909808 1.964320 -6.908181 -0.19 0.74 0.09
C -3.973668 0.970130 -7.331501 0.63 -0.63 0.51
O -5.231418 1.531790 -7.525121 -0.93 0.99 -0.32
H -2.875428 2.760500 -7.651831 0.18 0.10 0.03
H -1.899908 1.598520 -6.722751 -0.10 -0.48 -0.40
H -3.190738 2.412260 -5.955021 -0.22 0.18 0.06
H -4.114328 0.251550 -6.524061 0.55 -0.71 -0.24
H -3.735498 0.515590 -8.293151 0.22 -0.33 0.25
H -5.566068 1.809390 -6.669241 -0.15 0.14 0.03
C -7.354708 -2.462110 -2.150271 0.49 0.61 -0.53
C -8.012308 -2.027780 -0.851951 -0.08 -0.90 -0.63
O -8.798828 -0.887980 -1.079681 -0.09 1.29 -0.34
H -6.703768 -1.670670 -2.521761 -0.15 0.37 -0.01
H -8.088408 -2.647480 -2.934761 -0.07 -0.12 0.12
H -6.656038 -3.297140 -2.098371 -0.43 -0.35 0.48
H -7.242358 -1.813900 -0.110651 -0.11 -0.34 0.29
H -8.751448 -2.780130 -0.576741 0.58 -0.57 0.68
H -8.896948 -0.427140 -0.243261 -0.13 0.04 -0.05
C -7.471558 5.422830 -1.596271 -0.10 0.05 0.30
C -6.476048 4.370300 -2.086331 -1.15 0.00 -0.18
O -7.139878 3.409470 -2.914441 0.29 0.02 -0.36
H -8.149018 5.056430 -0.824971 0.07 -0.35 0.08
H -8.124588 5.763030 -2.399951 0.27 0.04 -0.20
H -6.973498 6.283640 -1.150111 0.15 0.07 -0.12
H -5.993388 3.864130 -1.250301 0.27 0.14 0.02
H -5.747898 4.848040 -2.741811 0.15 -0.14 0.17
H -7.615598 2.745570 -2.409931 0.05 0.13 0.28
O 2.328572 -2.938000 -5.704551 -0.09 -0.14 -0.20
H 3.071522 -2.337100 -5.648391 0.26 0.16 -0.01
H 1.912382 -2.886130 -4.844131 -0.14 0.00 0.24
C 6.581502 -1.434710 -2.494721 -0.03 -0.33 0.25
C 7.312832 -0.964380 -3.717441 0.15 -0.27 -0.53
C 8.245552 -2.069170 -4.232731 -0.01 -0.03 -0.58
O 6.357402 -0.655460 -4.734021 -0.26 0.00 -0.23
H 7.307792 -1.874720 -1.811351 -0.12 0.00 0.24
H 5.901302 -2.219180 -2.826441 -0.09 -0.07 0.17
H 6.005842 -0.664260 -1.981771 0.08 0.07 -0.10
H 7.886932 -0.062490 -3.505051 0.22 0.00 0.07
H 8.513492 -1.900710 -5.275771 0.43 0.59 0.11
H 7.791482 -3.054200 -4.340561 -0.52 -0.01 0.63
H 9.131072 -2.181730 -3.607191 0.05 0.09 -0.08
H 6.399492 0.275950 -4.962761 0.06 -0.02 0.04
C -4.958648 -3.943620 6.639999 -0.47 0.23 1.57
C -3.557978 -3.462530 6.316479 -0.28 -1.12 -0.13
C -2.528678 -4.580520 6.421059 0.07 0.23 0.24
O -3.603728 -3.021750 4.979739 0.63 0.48 -0.59
H -5.045738 -4.261150 7.679089 0.31 -0.49 0.15
H -5.347848 -4.739520 6.005049 0.30 0.12 -0.17
H -5.666378 -3.115380 6.675329 -0.07 0.25 -0.63
H -3.242468 -2.679230 7.005679 -0.14 0.35 0.00
H -2.347088 -4.798370 7.473519 -0.27 -0.25 0.07
H -1.549288 -4.276770 6.051429 -0.14 0.09 -0.35
H -2.873758 -5.475780 5.903819 0.11 -0.02 -0.01
H -4.252148 -2.314980 4.939279 -0.06 0.12 -0.17
C 3.149212 5.884920 0.925279 0.00 -0.09 -0.44
C 2.066892 6.789920 0.382609 -0.77 0.97 0.72
C 0.652342 6.676070 0.992609 0.35 -0.09 0.16
O 2.458802 8.167740 0.566759 0.12 -0.40 -0.50
H 4.027752 6.086650 0.312439 0.13 -0.20 0.04
H 2.844282 4.849560 0.773119 0.19 -0.14 0.24
H 3.444202 6.077070 1.956859 -0.36 -0.05 0.13
H 2.022962 6.599430 -0.689721 -0.14 0.31 -0.08
H 0.206532 5.691030 0.854619 -0.09 0.05 -0.07
H -0.006098 7.470660 0.641639 0.06 -0.23 -0.69
H 0.654492 6.902120 2.058909 0.43 -0.37 0.34
H 2.410582 8.304380 1.515759 0.09 0.23 0.14
C -1.454968 0.003160 -0.739491 -0.32 0.89 -0.22
C 0.022542 -0.284580 -0.626441 0.57 0.42 1.31
C 0.547362 -0.276830 0.836339 -1.05 -0.26 0.28
O 0.243582 -1.520580 -1.223781 0.49 -1.12 -0.24
H -1.713498 -0.214380 -1.775801 -0.24 0.35 -0.02
H -1.684648 1.034540 -0.471921 -0.01 0.20 -0.28
H -2.133818 -0.578840 -0.116161 0.45 -0.48 0.24
H 0.624052 0.421800 -1.198551 -0.24 0.17 -0.16
H -0.231018 -0.697770 1.472759 -0.36 -0.09 0.07
H 0.695402 0.719520 1.252849 0.31 0.07 -0.26
H 1.382162 -0.943260 1.053309 0.41 0.37 -0.59
H -0.204618 -2.139610 -0.642821 -0.01 -0.57 -0.15
```
Positions in Å, forces in eV/Å.

Values from the calculation:
- E_HOMO (eV) = -10.00
- HOMO-LUMO gap (eV) = 9.9
- calculated total energy (eV) = -56978.675